Entry 1:
Molecular formula: C33H34N4OsP
Method: DFT, ωB97M-V/def2-TZVPD

As for the HOMO energy (alpha / beta): -0.61755 / -0.62236 Ha. Its multiplicity is 5. For the HOMO-LUMO gap (alpha / beta), the calculation gives 7.1 / 4.9 eV. Its total charge is +3. Its strongest force on any atom is 0.6 eV/A. The LUMO energy (alpha / beta) comes out at -9.6993 / -12.0651 eV.

```
73
Properties=species:S:1:pos:R:3:forces:R:3:mulliken_spin:R:1
Os 0.0765 1.0329 0.3151 0.3 -0.2 0.2 2.524
P 0.0130 3.3111 0.6481 0.3 0.0 -0.1 0.055
N -1.8155 0.5265 -0.1300 0.0 0.0 -0.3 0.269
N 9.2643 -1.2811 -2.8980 0.0 0.0 0.0 0.209
N 0.3167 1.0169 2.6382 0.1 0.0 0.0 0.151
N -4.1269 0.3132 -0.1914 0.1 0.1 0.1 0.060
C -4.0043 5.0485 -0.6547 0.0 0.0 0.0 0.001
C 3.1522 0.5337 -0.7348 0.3 -0.1 -0.1 0.259
C 2.6251 4.1158 0.4285 0.0 0.0 0.0 0.026
C 5.9443 -0.2079 -3.0213 0.0 0.0 0.0 0.015
C 0.4115 4.7467 2.9940 0.0 0.0 -0.1 0.007
C -4.1283 -0.2272 -1.5670 0.0 0.1 0.0 0.000
C -2.0684 3.7036 -1.1231 0.0 0.0 0.0 0.029
C -3.5366 5.2915 0.6293 0.0 0.0 0.0 0.001
C 3.5083 5.3730 -1.4173 0.0 0.0 0.0 0.005
C 4.4290 0.1749 -1.1822 -0.2 0.1 0.1 0.143
C 0.5884 4.8820 4.3588 0.0 0.0 0.0 0.000
C -1.5832 3.9654 0.1628 -0.1 0.0 0.1 -0.031
C 8.2180 -0.9630 -2.5276 0.1 0.0 0.0 0.002
C 2.0240 0.8039 -0.3355 -0.6 0.2 0.2 0.178
C 5.4366 -0.1937 -0.2395 0.0 0.0 0.0 0.055
C 6.6706 -0.5631 -0.6776 0.0 0.0 0.0 0.017
C 1.1785 4.7850 -1.4015 0.0 0.0 0.0 -0.007
C 0.5413 2.4853 4.6082 0.0 0.0 0.0 0.005
C -3.2728 4.2504 -1.5291 0.0 0.0 0.0 0.010
C 0.3662 2.3516 3.2404 0.0 0.0 -0.1 -0.059
C 0.6431 3.7513 5.1658 0.0 0.0 0.0 0.005
C 0.2771 3.4769 2.4229 0.0 0.0 0.0 -0.055
C 4.7111 0.1630 -2.5815 0.0 0.0 -0.1 0.054
C -6.1497 1.7305 0.0610 0.0 0.0 0.0 0.006
C 1.3618 4.1424 -0.1747 0.0 0.1 0.0 0.020
C -2.3276 4.7505 1.0447 0.0 0.0 0.0 0.002
C 6.9382 -0.5758 -2.0743 -0.1 0.0 0.0 0.184
C 3.6937 4.7344 -0.1977 0.0 0.0 0.1 -0.004
C -3.8512 -1.7211 -1.5968 0.0 0.0 0.0 0.005
C -3.1117 1.2256 1.8207 0.0 0.0 0.0 -0.004
C -3.0353 0.6661 0.4360 -0.1 -0.1 0.1 -0.075
C -5.4677 0.4265 0.4336 0.1 -0.1 0.0 -0.004
C 2.2548 5.4000 -2.0169 0.0 0.0 0.0 0.011
H 4.6669 4.7397 0.2745 0.0 0.0 0.0 0.000
H 0.3809 5.6293 2.3657 0.0 0.0 0.0 0.000
H 0.6094 1.6066 5.2383 0.0 0.0 0.0 -0.001
H -5.3693 0.3077 1.5090 0.0 0.0 0.0 0.002
H -6.0358 -0.4316 0.0760 0.0 0.0 0.0 0.000
H -1.8685 0.1234 -1.0610 0.0 0.0 0.0 -0.039
H -2.1522 1.6478 2.1116 0.0 0.0 0.0 0.002
H 0.7792 3.8553 6.2338 0.0 0.0 0.0 0.000
H 2.7645 3.6409 1.3923 0.0 0.0 0.0 -0.004
H 1.1976 0.5400 2.8283 0.0 0.0 0.0 -0.008
H -3.8573 2.0162 1.8822 0.0 0.0 0.0 0.003
H -0.3938 0.4483 3.0963 0.0 0.0 0.0 -0.003
H 6.1865 -0.2328 -4.0749 0.0 0.0 0.0 -0.001
H 3.9329 0.4461 -3.2760 0.0 0.0 0.0 -0.001
H 7.4534 -0.8499 0.0114 0.0 0.0 0.0 -0.002
H -3.8998 -2.0808 -2.6232 0.0 0.0 0.0 0.000
H -3.4254 0.3452 -2.1762 0.0 0.0 0.0 -0.003
H 0.2012 4.8383 -1.8610 0.0 0.0 0.0 -0.004
H -5.5913 2.5950 0.4237 0.0 0.0 0.0 0.001
H -7.1442 1.7578 0.5035 0.0 0.0 0.0 0.000
H -2.8663 -1.9662 -1.1968 0.0 0.0 0.0 -0.001
H 0.6876 5.8662 4.7954 0.0 0.0 0.0 0.000
H 5.2035 -0.1783 0.8155 0.0 0.0 0.0 -0.001
H -5.1133 -0.0067 -1.9747 0.0 0.0 0.0 0.001
H -4.1054 5.9131 1.3076 0.0 0.0 0.0 0.000
H -1.5061 3.0805 -1.8103 0.0 0.0 0.0 -0.011
H -3.6379 4.0671 -2.5309 0.0 0.0 0.0 0.000
H -4.5955 -2.2665 -1.0177 0.0 0.0 0.0 0.000
H -4.9399 5.4849 -0.9788 0.0 0.0 0.0 0.000
H -3.3895 0.4428 2.5290 0.0 0.0 0.0 0.001
H 4.3411 5.8707 -1.8963 0.0 0.0 0.0 0.000
H -1.9776 4.9504 2.0485 0.0 0.0 0.0 0.000
H -6.2646 1.8261 -1.0189 0.0 0.0 0.0 0.000
H 2.1144 5.9195 -2.9550 0.0 0.0 0.0 0.000
```
Forces are in eV/Å.

Entry 2:
Molecular formula: C33H35BF2O3S
Method: DFT, ωB97M-V/def2-TZVPD

As for the HOMO energy: -0.20950 Ha. For the HOMO-LUMO gap, the calculation gives 4.3 eV. Its strongest force on any atom is 3.5 eV/A. The LUMO energy comes out at -1.3709 eV. For the energy above the lowest of the compared OMol25 structures with the same formula, charge and spin, the calculation gives 127.20 kcal/mol.

```
75
Properties=species:S:1:pos:R:3:forces:R:3:lowdin_charge:R:1
S 1.7716 1.2470 2.2716 -0.4 -1.3 0.8 1.170
F 1.2576 -5.9027 -2.2313 -0.5 0.5 -0.1 0.033
F 4.5408 1.8153 -1.7781 -0.6 0.3 0.1 0.039
O -3.2632 0.2727 0.2751 -0.3 0.4 -0.1 0.112
O -2.8575 2.3684 -0.6700 -0.3 -0.5 0.4 0.119
O 6.3541 -1.2564 -1.3184 0.3 -0.6 -0.4 -0.091
C 3.1863 -2.0127 0.3226 -0.1 0.6 0.5 -0.047
C -4.9070 3.5027 -0.2714 -0.6 0.0 -0.2 -0.016
C -4.6690 0.7800 2.1289 0.0 0.1 0.7 -0.017
C 0.9186 2.6800 -0.0379 0.3 0.0 -0.4 -0.094
C 0.3462 0.2513 -0.1712 -0.8 1.2 -2.2 -0.099
C 1.9142 3.6533 -0.0653 -0.5 -0.2 -0.3 -0.096
C -0.8138 -2.9086 -1.8763 -0.3 -1.2 -0.6 -0.209
C 5.3690 -0.2790 0.5840 0.4 -0.6 -0.9 0.007
C 5.3656 -1.3043 -0.3956 -0.6 -0.1 -0.1 -0.272
C -3.2709 3.2625 1.5602 0.3 0.3 0.3 -0.015
C -5.5962 0.6590 -0.1142 -0.2 0.0 -0.2 -0.019
C 6.2361 -2.0688 -2.5109 -0.1 0.1 0.8 -0.055
C 1.1831 1.3747 -0.5251 0.0 0.8 -0.9 -0.275
C 3.1589 3.3741 -0.6285 0.3 -0.8 -0.2 -0.017
C 0.2647 -3.8072 -1.7402 -0.2 -0.4 -0.3 0.043
C -1.9389 -4.5374 -3.3066 0.0 0.1 0.0 -0.082
C -0.2438 1.8574 4.0626 -0.5 0.4 0.2 -0.100
C -0.7742 -1.6202 -1.2396 1.2 1.2 0.4 -0.022
C -1.9322 -3.3002 -2.6647 0.9 -0.2 0.4 -0.028
C -0.8628 -5.4190 -3.1971 0.3 0.4 0.4 -0.021
C 0.3747 0.8633 3.1763 0.3 -1.2 -0.6 -0.554
C -4.3828 1.1063 0.6851 -0.6 0.2 -0.1 -0.466
C 3.3202 2.1307 -1.2424 0.5 0.1 0.0 -0.248
C 2.3386 1.1513 -1.2693 0.5 0.2 0.3 0.043
C 3.0596 -0.7955 1.0203 0.1 -0.5 -0.8 -0.255
C 0.8042 -1.1661 2.1122 -0.1 1.1 -0.8 -0.078
C 0.2135 -5.0326 -2.3941 -0.1 0.1 0.0 -0.252
C 0.3847 -0.9819 -0.8605 -1.1 -1.3 -0.9 -0.088
C 1.7630 -0.3369 1.4831 0.1 -0.5 3.5 -0.455
C 4.3220 -2.2635 -0.4260 0.8 0.5 0.0 -0.005
C -0.0513 -0.4425 2.9540 0.2 0.6 0.5 -0.105
C -3.8858 2.5770 0.3406 -0.3 0.1 0.7 -0.458
C 4.1941 0.0023 1.2257 -0.1 -0.2 0.3 -0.070
B -2.5739 1.0478 -0.5863 2.2 -0.2 -0.4 -0.392
H -2.7660 -2.6186 -2.7707 0.0 0.0 0.0 0.108
H -0.8398 -6.3721 -3.7118 0.0 0.1 0.1 0.113
H -3.8394 1.0254 2.8013 -0.2 0.0 -0.2 0.083
H 4.1453 0.8275 1.9405 0.1 -0.2 -0.4 0.084
H -5.5785 1.2862 2.4801 0.2 0.0 -0.1 0.100
H -6.4977 1.1513 0.2751 0.2 0.0 -0.3 0.098
H -4.0490 3.4735 2.3115 0.2 -0.1 -0.2 0.098
H 1.7316 4.6314 0.3722 0.0 -0.1 -0.1 0.107
H -1.6971 -1.0276 -1.1453 0.4 -0.5 -0.2 0.080
H -5.7251 -0.4209 0.0232 0.1 0.2 0.0 0.099
H 4.0081 4.0522 -0.5721 -0.3 -0.1 -0.1 0.116
H -5.6934 3.7398 0.4587 0.1 0.0 -0.2 0.101
H 0.5100 2.4087 4.6468 -0.4 -0.2 -0.1 0.085
H -2.8324 4.2333 1.2789 -0.1 -0.4 -0.1 0.101
H 2.3836 -2.7467 0.3908 0.2 0.2 -0.2 0.103
H 7.0993 -1.7862 -3.1096 -0.1 -0.1 0.0 0.089
H 1.1270 -3.5655 -1.1164 -0.3 -0.1 -0.2 0.101
H -2.7996 -4.8239 -3.9088 0.2 0.1 0.1 0.105
H 2.5020 0.1876 -1.7582 0.2 0.4 0.2 0.133
H -4.8523 -0.2978 2.2093 0.1 0.2 -0.1 0.100
H 4.3980 -3.1715 -1.0272 0.0 0.4 0.1 0.111
H -0.9473 -0.8193 3.4414 0.2 -0.1 -0.1 0.114
H -0.9505 1.3292 4.7194 0.2 0.4 0.0 0.090
H 6.2732 0.3059 0.7512 -0.3 -0.1 -0.3 0.127
H 1.3649 -1.4156 -1.0901 -0.5 0.0 0.0 0.095
H -0.7977 2.5754 3.4401 0.0 0.1 0.4 0.064
H -0.0639 2.8988 0.3786 0.2 -0.1 0.1 0.112
H -4.4196 4.4336 -0.5815 0.0 -0.2 0.2 0.099
H 6.2810 -3.1461 -2.2596 0.0 0.5 -0.2 0.092
H 5.2972 -1.8378 -3.0450 0.3 -0.1 0.2 0.101
H -0.6732 0.5525 0.0046 -1.1 0.2 1.5 0.046
H 0.6326 -2.1855 1.7902 0.1 0.0 0.2 0.121
H -5.4924 0.8482 -1.1891 0.0 0.0 0.2 0.098
H -2.4862 2.6676 2.0549 -0.3 0.1 -0.3 0.073
H -5.3709 3.0658 -1.1647 0.1 0.1 0.3 0.089
```
Forces are in eV/Å.